Entry 1:
{
  "formula": "C4H16FeO12S2",
  "method": "ωB97M-V/def2-TZVPD",
  "s2": 8.759,
  "lumo_energy_ha": [0.0702, 0.0700],
  "charge": -1,
  "homo_lumo_gap_ev": [6.264, 6.194],
  "multiplicity": 6,
  "homo_energy_ev": [-4.4, -4.3],
  "relative_energy_kcal_mol": 104.7,
  "species": ["Fe", "S", "O", "O", "O", "O", "S", "O", "O", "O", "O", "C", "O", "H", "H", "H", "H", "C", "O", "H", "H", "H", "H", "C", "O", "H", "H", "H", "H", "C", "O", "H", "H", "H", "H"],
  "positions_angstrom": [[-0.04, 0.58, -0.11], [0.26, 2.85, 1.39], [0.30, 4.01, 0.52], [0.35, 3.10, 2.78], [-0.82, 1.95, 1.00], [1.16, 1.86, 0.90], [0.20, 2.11, -2.42], [0.34, 1.69, -3.78], [-0.80, 1.48, -1.59], [1.13, 1.44, -1.52], [0.22, 3.54, -2.10], [-0.68, -1.68, -2.30], [0.11, -1.30, -1.22], [-1.13, -2.58, -1.89], [-1.54, -1.03, -2.48], [-0.22, -2.09, -3.20], [0.87, -1.89, -1.27], [-0.03, -1.88, 1.94], [0.14, -0.49, 1.73], [-1.04, -1.97, 2.33], [0.04, -2.57, 1.10], [0.73, -2.31, 2.58], [0.12, -0.08, 2.60], [-3.28, 0.34, 0.10], [-2.00, -0.27, 0.08], [-3.87, -0.06, -0.73], [-3.77, 0.20, 1.06], [-3.23, 1.37, -0.24], [-2.37, -1.12, 0.32], [3.22, -0.87, 1.11], [2.42, -0.46, 0.01], [3.94, -1.57, 0.69], [3.78, -0.17, 1.73], [2.59, -1.54, 1.70], [2.89, -0.61, -0.81]]
}

Entry 2:
{
  "formula": "C4H16INO4",
  "method": "ωB97M-V/def2-TZVPD",
  "s2": 0.753,
  "lumo_energy_ha": [-0.1615, -0.2966],
  "charge": 1,
  "homo_lumo_gap_ev": [8.067, 4.344],
  "multiplicity": 2,
  "homo_energy_ev": [-12.5, -12.4],
  "species": ["N", "H", "H", "H", "H", "I", "C", "C", "O", "O", "H", "H", "H", "H", "H", "H", "C", "C", "O", "O", "H", "H", "H", "H", "H", "H"],
  "positions_angstrom": [[-1.96, -2.15, -3.22], [-2.20, -1.21, -2.93], [-1.78, -2.27, -4.21], [-2.77, -2.73, -3.08], [-1.28, -2.50, -2.56], [0.01, -1.98, -0.34], [-1.16, -0.44, 3.79], [-1.77, 0.82, 2.94], [-1.09, 1.13, 1.73], [-1.50, -1.59, 3.08], [-1.66, -0.53, 4.76], [-0.07, -0.42, 3.80], [-1.78, 1.77, 3.47], [-2.83, 0.66, 2.73], [-0.48, 0.44, 1.49], [-1.02, -1.62, 2.25], [1.73, 1.72, -1.74], [2.98, 0.73, -1.53], [2.98, 0.09, -0.20], [2.13, 3.07, -1.52], [0.91, 1.51, -1.06], [1.22, 1.69, -2.70], [3.91, 1.19, -1.83], [2.91, -0.04, -2.30], [2.28, -0.57, -0.23], [2.30, 3.23, -0.59]]
}

Entry 3:
{
  "formula": "C4H16InN8O4",
  "method": "ωB97M-V/def2-TZVPD",
  "lumo_energy_ha": -0.5778,
  "charge": 3,
  "homo_lumo_gap_ev": 3.222,
  "multiplicity": 1,
  "homo_energy_ev": -18.9,
  "relative_energy_kcal_mol": 19.4,
  "species": ["In", "C", "O", "N", "N", "H", "H", "H", "H", "C", "O", "N", "N", "H", "H", "H", "H", "C", "O", "N", "N", "H", "H", "H", "H", "C", "O", "N", "N", "H", "H", "H", "H"],
  "positions_angstrom": [[12.56, 0.96, 4.34], [11.99, 0.22, 8.22], [11.89, 0.23, 6.96], [11.26, 1.03, 8.98], [12.85, -0.66, 8.80], [10.75, 1.76, 8.52], [11.29, 0.95, 9.99], [12.83, -0.78, 9.80], [13.17, -1.43, 8.24], [14.65, 2.65, 7.33], [13.80, 2.42, 6.42], [15.96, 2.52, 7.09], [14.26, 3.17, 8.50], [16.63, 2.62, 7.84], [16.27, 2.23, 6.18], [14.82, 3.08, 9.33], [13.32, 3.53, 8.54], [15.44, -1.27, 5.58], [14.75, -0.21, 5.42], [16.78, -1.19, 5.71], [14.91, -2.49, 5.43], [17.31, -2.03, 5.88], [17.10, -0.26, 5.90], [15.53, -3.28, 5.39], [13.97, -2.70, 5.12], [13.27, 3.19, 1.13], [12.79, 2.40, 1.98], [14.43, 3.87, 1.27], [12.65, 3.30, -0.07], [15.03, 3.57, 2.01], [14.75, 4.42, 0.49], [11.80, 2.77, -0.23], [13.20, 3.59, -0.86]]
}

Entry 4:
{
  "formula": "C4H16N10NiO10",
  "method": "ωB97M-V/def2-TZVPD",
  "s2": 2.009,
  "lumo_energy_ha": [-0.0703, -0.1672],
  "charge": 0,
  "homo_lumo_gap_ev": [6.068, 1.526],
  "multiplicity": 3,
  "homo_energy_ev": [-8.0, -6.1],
  "relative_energy_kcal_mol": 233.0,
  "species": ["Ni", "N", "O", "O", "O", "N", "O", "O", "O", "C", "O", "N", "N", "H", "H", "H", "H", "C", "O", "N", "N", "H", "H", "H", "H", "C", "O", "N", "N", "H", "H", "H", "H", "C", "O", "N", "N", "H", "H", "H", "H"],
  "positions_angstrom": [[0.51, -0.16, 0.33], [-2.21, -0.88, -3.90], [-1.50, -0.41, -3.01], [-2.46, -0.25, -4.92], [-2.73, -1.97, -3.72], [3.83, -0.43, 3.96], [4.84, 0.06, 3.71], [3.62, -0.95, 5.03], [2.86, -0.42, 3.14], [-2.59, 3.64, 1.42], [-1.71, 2.79, 1.20], [-3.84, 3.38, 1.52], [-2.36, 4.90, 1.67], [-4.49, 4.14, 1.48], [-4.16, 2.45, 1.28], [-3.10, 5.57, 1.56], [-1.36, 4.96, 1.54], [2.39, 3.03, -2.43], [2.47, 2.35, -1.41], [2.92, 2.63, -3.50], [2.03, 4.25, -2.34], [2.73, 3.11, -4.37], [3.47, 1.79, -3.43], [1.69, 4.85, -3.08], [1.93, 4.61, -1.40], [-3.64, -2.14, 2.70], [-2.62, -1.89, 2.12], [-4.36, -1.28, 3.48], [-3.98, -3.37, 2.79], [-5.23, -1.60, 3.90], [-3.94, -0.39, 3.68], [-3.42, -4.00, 2.24], [-4.90, -3.72, 2.98], [3.29, -3.99, -1.56], [2.52, -3.15, -1.16], [3.05, -5.18, -1.69], [4.49, -3.71, -1.93], [3.72, -5.81, -2.11], [2.15, -5.61, -1.51], [4.88, -2.79, -2.12], [5.18, -4.42, -2.13]]
}

Entry 5:
{
  "formula": "C4H16N2O2",
  "method": "ωB97M-V/def2-TZVPD",
  "lumo_energy_ha": 0.0254,
  "charge": 0,
  "homo_lumo_gap_ev": 9.453,
  "multiplicity": 1,
  "homo_energy_ev": -8.8,
  "relative_energy_kcal_mol": 12.8,
  "smiles": "CC(C)NCN.O.O",
  "species": ["C", "C", "C", "N", "C", "N", "H", "H", "H", "H", "H", "H", "H", "H", "H", "H", "H", "H", "O", "H", "H", "O", "H", "H"],
  "positions_angstrom": [[-0.59, 0.10, 1.28], [-0.80, 0.10, -0.25], [-2.27, -0.16, -0.57], [-0.41, 1.34, -0.91], [0.97, 1.80, -0.67], [1.71, 2.05, -1.90], [-1.17, -0.68, 1.75], [-0.71, 1.08, 1.75], [0.48, -0.06, 1.41], [-0.21, -0.73, -0.65], [-2.59, -1.20, -0.49], [-2.43, 0.06, -1.64], [-2.94, 0.55, -0.10], [-1.05, 2.07, -0.63], [1.48, 1.06, -0.06], [0.99, 2.74, -0.12], [1.74, 1.19, -2.44], [1.19, 2.71, -2.46], [-0.07, -3.05, 1.42], [-0.76, -2.72, 2.01], [-0.33, -2.79, 0.53], [2.42, -1.49, 0.76], [2.00, -2.24, 1.20], [3.36, -1.71, 0.75]]
}

Entry 6:
{
  "formula": "C4H16N2O2",
  "method": "ωB97M-V/def2-TZVPD",
  "s2": 0.754,
  "lumo_energy_ha": [-0.1115, -0.2925],
  "charge": 1,
  "homo_lumo_gap_ev": [12.010, 7.084],
  "multiplicity": 2,
  "homo_energy_ev": [-15.0, -15.0],
  "relative_energy_kcal_mol": 59.1,
  "species": ["C", "C", "C", "N", "C", "N", "H", "H", "H", "H", "H", "H", "H", "H", "H", "H", "H", "H", "H", "H", "O", "H", "H", "O"],
  "positions_angstrom": [[1.29, -2.26, -0.08], [-0.09, -2.03, 0.73], [-1.22, -1.26, -0.03], [-0.81, -0.06, -0.77], [-1.62, 1.21, -0.61], [-1.55, 1.64, 0.81], [1.86, -3.01, 0.40], [1.75, -1.37, 0.16], [0.90, -2.50, -1.11], [-0.41, -3.00, 1.16], [0.06, -1.38, 1.57], [-1.96, -0.97, 0.71], [-1.56, -1.99, -0.71], [0.23, 0.09, -0.56], [-0.93, 1.97, -1.10], [-2.46, 1.09, -1.22], [-1.74, 2.67, 1.03], [-2.45, 1.26, 1.34], [2.11, 1.41, 1.26], [0.77, 0.76, 1.24], [1.68, 0.50, 1.23], [2.36, 1.97, -2.33], [1.97, 2.56, -1.10], [1.84, 2.70, -2.01]]
}

Entry 7:
{
  "formula": "C4H16N2O2",
  "method": "ωB97M-V/def2-TZVPD",
  "lumo_energy_ha": -0.2433,
  "charge": 2,
  "homo_lumo_gap_ev": 11.800,
  "multiplicity": 1,
  "homo_energy_ev": -18.4,
  "relative_energy_kcal_mol": 24.4,
  "species": ["C", "O", "C", "C", "C", "N", "N", "H", "H", "H", "H", "H", "H", "H", "H", "H", "H", "H", "H", "H", "H", "H", "H", "O"],
  "positions_angstrom": [[0.58, -0.69, 1.64], [1.45, -0.73, 0.53], [-0.81, -0.45, 1.13], [-0.85, 0.88, 0.33], [-1.07, 0.79, -1.17], [0.22, 0.54, -1.94], [-1.78, -0.46, 2.27], [0.74, -1.59, 2.25], [0.90, 0.14, 2.29], [2.34, -0.98, 0.78], [-0.99, -1.24, 0.41], [0.14, 1.28, 0.48], [-1.48, 1.64, 0.80], [-1.43, 1.77, -1.50], [-1.85, 0.08, -1.41], [0.99, 0.67, -1.29], [0.28, 1.04, -2.83], [0.25, -0.46, -2.09], [-2.73, -0.71, 1.98], [-1.52, -1.11, 3.03], [-1.81, 0.46, 2.71], [2.42, -0.51, -3.44], [3.40, 0.10, -2.46], [2.61, -0.46, -2.49]]
}

Entry 8:
{
  "formula": "C4H16N2O5",
  "method": "ωB97M-V/def2-TZVPD",
  "lumo_energy_ha": 0.0036,
  "charge": 0,
  "homo_lumo_gap_ev": 9.677,
  "multiplicity": 1,
  "homo_energy_ev": -9.6,
  "relative_energy_kcal_mol": 35.5,
  "smiles": "CNC(=O)CNCO.O.O.O",
  "species": ["C", "N", "C", "O", "C", "N", "C", "O", "H", "H", "H", "H", "H", "H", "H", "H", "H", "H", "O", "H", "H", "O", "H", "H", "O", "H", "H"],
  "positions_angstrom": [[0.74, 1.62, -2.84], [-0.62, 1.21, -2.56], [-0.99, 0.55, -1.42], [-2.17, 0.44, -1.14], [0.13, -0.05, -0.57], [-0.45, -0.58, 0.68], [-0.85, -1.99, 0.60], [-1.64, -2.32, -0.51], [0.85, 1.74, -3.92], [1.09, 2.50, -2.29], [1.47, 0.88, -2.53], [-1.35, 1.62, -3.11], [0.91, 0.64, -0.27], [0.50, -0.90, -1.15], [-1.25, 0.01, 0.88], [0.07, -2.54, 0.50], [-1.40, -2.21, 1.52], [-2.45, -1.80, -0.57], [3.21, 0.10, -1.08], [4.05, 0.42, -0.71], [3.23, -0.81, -0.75], [0.31, 0.98, 3.70], [0.53, 0.90, 2.76], [1.03, 0.54, 4.17], [-1.96, -0.38, 3.80], [-1.09, 0.05, 3.94], [-1.90, -0.63, 2.88]]
}

Number 1: largest force on an atom 0.2120 hartree/bohr. Number 2: largest force on an atom 0.0601 hartree/bohr. Number 3: largest force on an atom 0.0484 hartree/bohr. Number 4: largest force on an atom 0.2117 hartree/bohr. Number 5: largest force on an atom 0.0344 hartree/bohr. Number 6: largest force on an atom 0.0921 hartree/bohr. Number 7: largest force on an atom 0.0526 hartree/bohr. Number 8: largest force on an atom 0.0350 hartree/bohr.